Entry 1:
Here is a cluster of 3 separate species, C4H16N2O2 in total in a non-equilibrium geometry from the Open Molecules 2025 dataset. Energies are from ωB97M-V with the def2-TZVPD basis set.

## Properties
- Charge: 0
- Highest occupied orbital energy: -8.951 eV
- HOMO-LUMO gap: 9.553 eV
- Structure (SMILES): CC(C)NCN.O.O
- Multiplicity: 1
- ΔE to the lowest compared entry with this formula, charge and spin: 194.76 kJ/mol

Geometry (Å):
C (0.214, -1.174, -0.257)
C (-0.126, -0.178, -1.300)
C (-0.888, -0.732, -2.568)
N (-0.964, 0.821, -0.571)
C (-0.351, 1.478, 0.517)
N (0.577, 2.554, 0.088)
H (0.454, -2.095, -0.910)
H (-0.685, -1.652, 0.262)
H (1.154, -0.869, 0.294)
H (0.859, 0.308, -1.668)
H (-0.529, -1.721, -3.001)
H (-0.875, -0.049, -3.503)
H (-1.983, -0.714, -2.368)
H (-1.423, 1.386, -1.288)
H (0.313, 0.722, 1.113)
H (-1.137, 1.843, 1.073)
H (1.556, 2.170, -0.047)
H (0.199, 3.040, -0.766)
O (2.244, -0.177, 2.518)
H (1.275, -0.236, 2.478)
H (2.402, 0.538, 1.916)
O (-0.782, -2.015, 2.980)
H (-1.479, -1.493, 2.556)
H (-0.026, -1.755, 2.452)



Entry 2:
Here is a cluster of 3 separate species, C4H16N2O2 in total in a non-equilibrium geometry from the Open Molecules 2025 dataset. Energies are from ωB97M-V with the def2-TZVPD basis set.

## Properties
- Charge: 0
- Highest occupied orbital energy: -9.256 eV
- HOMO-LUMO gap: 9.939 eV
- Structure (SMILES): CCCNCN.O.O
- Multiplicity: 1
- ΔE to the lowest compared entry with this formula, charge and spin: 67.22 kJ/mol

Geometry (Å):
C (-1.867, 0.428, 1.836)
C (-0.334, 0.626, 1.879)
C (0.190, 1.682, 0.844)
N (0.528, 1.224, -0.490)
C (1.646, 0.319, -0.618)
N (1.526, -1.057, -0.139)
H (-2.338, 0.878, 2.710)
H (-2.089, -0.636, 1.906)
H (-2.247, 0.870, 0.916)
H (0.102, 0.835, 2.856)
H (0.080, -0.366, 1.707)
H (1.104, 2.089, 1.260)
H (-0.632, 2.396, 0.906)
H (-0.291, 0.775, -0.896)
H (1.900, 0.268, -1.664)
H (2.511, 0.840, -0.181)
H (2.195, -1.611, -0.661)
H (1.680, -1.179, 0.852)
O (-0.757, -2.400, -1.531)
H (-1.603, -2.711, -1.179)
H (-0.331, -2.185, -0.679)
O (-0.331, -0.430, -3.611)
H (-0.303, 0.415, -3.149)
H (-0.339, -1.069, -2.875)